No. 1
The following is a quantum chemistry calculation of a structure of composition C40H46N8RuSbSe4 in a non-equilibrium geometry, from the OMol25 dataset.

Calculated values
- Energy above the lowest of the compared OMol25 structures with the same formula, charge and spin: 0.0 kJ/mol
- 2S+1: 2
- E_HOMO (alpha / beta): -6.92 / -6.98 eV
- HOMO-LUMO gap (alpha / beta): 6.21 / 5.30 eV

Positions of all 100 atoms, in Å:
Ru  1.75  2.28  -0.21
C  5.19  -0.40  -0.54
C  5.47  -0.79  0.76
C  4.52  -0.53  1.73
C  3.35  0.16  1.41
N  3.11  0.60  0.15
C  4.01  0.27  -0.79
N  2.46  0.27  2.46
C  1.50  1.12  2.55
N  1.18  2.19  1.75
C  0.10  2.84  2.25
N  -0.55  3.86  1.78
C  -0.17  4.56  0.64
C  -0.92  5.73  0.42
C  -0.60  6.57  -0.61
C  0.50  6.26  -1.41
C  1.19  5.10  -1.15
N  0.84  4.22  -0.18
C  -0.32  2.16  3.50
C  -1.37  2.41  4.37
C  -1.55  1.51  5.42
C  -0.69  0.42  5.58
C  0.37  0.19  4.71
C  0.53  1.09  3.67
H  5.87  -0.59  -1.36
H  6.39  -1.31  1.01
H  4.65  -0.84  2.76
H  3.75  0.56  -1.80
H  -1.72  5.94  1.11
H  -1.17  7.47  -0.78
H  0.83  6.90  -2.21
H  2.06  4.83  -1.72
H  -2.01  3.27  4.24
H  -2.36  1.66  6.11
H  -0.86  -0.27  6.40
H  1.04  -0.65  4.83
Se  3.68  3.51  0.50
Se  5.27  3.35  -1.22
Se  4.05  3.38  -3.16
Se  2.12  2.26  -2.60
N  -8.27  0.18  2.90
C  -7.29  0.40  2.36
C  -6.06  0.68  1.67
C  -5.02  1.33  2.34
C  -3.85  1.62  1.67
C  -3.71  1.25  0.34
C  -4.73  0.58  -0.33
C  -5.91  0.30  0.33
N  -2.51  1.57  -0.34
C  -2.36  2.15  -1.58
C  -1.03  2.25  -1.79
N  -0.34  1.72  -0.71
C  -1.27  1.32  0.14
H  -5.15  1.62  3.37
H  -3.04  2.16  2.15
H  -4.59  0.28  -1.36
H  -6.71  -0.22  -0.17
H  -3.21  2.47  -2.16
H  -0.52  2.68  -2.63
H  -1.11  0.84  1.08
C  2.52  -2.82  -3.55
C  2.17  -3.45  -2.20
C  3.44  -3.51  -1.35
C  1.67  -4.88  -2.40
Sb  0.83  -1.96  -1.23
C  0.07  -2.98  0.58
C  1.27  -3.27  1.48
C  -0.71  -4.27  0.32
C  -0.82  -1.98  1.31
C  -0.92  -1.94  -2.60
C  -0.59  -0.85  -3.62
C  -1.24  -3.24  -3.33
C  -2.17  -1.51  -1.82
H  3.32  -3.40  -4.02
H  2.87  -1.79  -3.45
H  1.67  -2.82  -4.24
H  4.24  -3.99  -1.94
H  3.31  -4.11  -0.45
H  3.80  -2.53  -1.05
H  2.43  -5.44  -2.97
H  0.74  -4.94  -2.96
H  1.54  -5.39  -1.45
H  1.96  -3.99  1.04
H  0.91  -3.70  2.43
H  1.82  -2.36  1.73
H  -0.07  -5.05  -0.10
H  -1.54  -4.11  -0.37
H  -1.12  -4.66  1.26
H  -0.34  -1.00  1.38
H  -1.00  -2.33  2.34
H  -1.80  -1.85  0.83
H  0.34  -1.04  -4.15
H  -0.51  0.13  -3.15
H  -1.39  -0.79  -4.37
H  -0.46  -3.51  -4.05
H  -2.17  -3.11  -3.91
H  -1.39  -4.08  -2.66
H  -1.98  -0.64  -1.19
H  -2.55  -2.31  -1.19
H  -2.96  -1.25  -2.53



No. 2
The following is a quantum chemistry calculation of a structure of composition C40H47AsCrN4OS2Si, from the OMol25 dataset.

Calculated values
- 2S+1: 2
- Net charge: +1
- E_HOMO (alpha / beta): -10.30 / -10.22 eV
- HOMO-LUMO gap (alpha / beta): 7.92 / 7.91 eV

Positions of all 97 atoms, in Å:
Cr  -0.57  0.23  1.51
N  -2.55  -0.75  1.30
C  -2.75  -1.85  2.26
C  -2.23  -1.34  3.59
N  -0.85  -0.95  3.32
C  -0.18  -0.31  4.47
C  1.15  0.22  3.98
N  0.87  1.10  2.84
H  -3.15  0.04  1.54
H  -2.85  -1.07  0.38
H  -2.15  -2.70  1.93
H  -3.79  -2.17  2.32
H  -2.32  -2.08  4.39
H  -2.78  -0.45  3.90
H  -0.32  -1.78  3.06
H  -0.05  -1.00  5.30
H  -0.81  0.51  4.80
H  1.77  -0.60  3.61
H  1.69  0.73  4.78
H  1.72  1.32  2.33
H  0.46  1.98  3.17
C  -2.26  7.10  1.07
Si  -2.50  5.41  1.81
C  -4.23  4.80  1.45
C  -2.15  5.45  3.64
C  -1.25  4.25  0.97
C  -0.35  4.73  0.02
C  0.61  3.90  -0.57
C  0.62  2.57  -0.23
N  -0.27  2.07  0.64
C  -1.16  2.88  1.25
S  -2.08  1.98  2.43
H  -2.95  7.81  1.55
H  -2.46  7.12  0.00
H  -1.25  7.49  1.24
H  -4.96  5.51  1.84
H  -4.43  3.83  1.90
H  -4.39  4.73  0.37
H  -2.82  6.16  4.14
H  -1.13  5.79  3.83
H  -2.28  4.48  4.10
H  -0.37  5.78  -0.25
H  1.32  4.28  -1.28
H  1.33  1.87  -0.64
C  7.83  -5.34  -3.13
C  6.65  -4.74  -2.41
O  5.75  -4.17  -2.96
S  6.76  -4.93  -0.63
C  5.33  -4.01  -0.14
C  5.49  -2.81  0.54
C  4.38  -2.07  0.91
C  3.09  -2.52  0.59
C  2.95  -3.73  -0.08
C  4.06  -4.48  -0.43
C  1.94  -1.71  0.90
C  1.00  -0.99  1.16
H  7.49  -5.77  -4.07
H  8.33  -6.10  -2.53
H  8.54  -4.54  -3.35
H  6.48  -2.44  0.76
H  4.50  -1.12  1.42
H  1.96  -4.10  -0.33
H  3.94  -5.42  -0.96
C  -2.46  -4.83  -1.46
C  -3.03  -3.80  -2.19
C  -2.56  -2.50  -2.05
C  -1.51  -2.22  -1.18
C  -0.95  -3.26  -0.43
C  -1.43  -4.56  -0.58
As  -0.83  -0.41  -0.94
C  -2.14  0.66  -1.90
C  -2.25  0.60  -3.29
C  -3.20  1.37  -3.95
C  -4.04  2.21  -3.23
C  -3.93  2.28  -1.85
C  -2.98  1.51  -1.19
C  0.68  -0.36  -2.15
C  0.95  0.75  -2.95
C  2.08  0.77  -3.76
C  2.94  -0.32  -3.79
C  2.67  -1.43  -3.01
C  1.54  -1.46  -2.20
H  -2.83  -5.84  -1.57
H  -3.85  -4.00  -2.87
H  -3.02  -1.71  -2.63
H  -0.16  -3.05  0.27
H  -0.98  -5.36  0.00
H  -1.60  -0.05  -3.86
H  -3.28  1.31  -5.03
H  -4.78  2.81  -3.75
H  -4.58  2.93  -1.28
H  -2.90  1.59  -0.11
H  0.29  1.60  -2.94
H  2.28  1.63  -4.38
H  3.82  -0.30  -4.42
H  3.33  -2.29  -3.02
H  1.34  -2.34  -1.60